[1]
Below is a molecular structure, C35H87F9NbO13SSi in a non-equilibrium geometry, with properties calculated with ωB97M-V/def2-TZVPD.

Properties
Charge: -1
Highest occupied orbital energy: -4.936 eV
LUMO level: 0.073 Ha
HOMO-LUMO gap: 0.25431 Ha

XYZ file:
```
147
Properties=species:S:1:pos:R:3:forces:R:3:lowdin_charge:R:1
C 3.3167 3.8366 -0.5669 0.03 0.60 -0.36 -0.15
O 2.3790 3.1408 -1.3370 -0.01 -0.26 0.01 -0.31
C 2.3573 1.7180 -1.0296 -0.51 0.38 -0.23 -0.33
Nb 0.3031 0.8034 -0.6903 -2.31 -0.91 0.82 1.81
C -0.5718 2.7630 -1.3756 0.39 -0.35 -0.83 -0.29
C -0.3811 2.9899 -2.8860 -0.42 0.10 0.91 -0.38
O -1.5085 2.4553 -3.5957 0.45 -0.02 -0.36 -0.24
Si -1.1975 1.8257 -5.1011 -0.26 -0.32 -0.41 0.40
C 0.3340 2.5619 -5.8950 -0.48 -0.21 0.23 -0.15
C -1.0733 -0.0397 -5.1537 0.02 0.33 -0.06 -0.18
C -2.6795 2.2927 -6.1734 0.24 0.08 0.66 -0.17
C 0.4316 1.4782 1.5156 0.57 -0.45 -0.32 -0.27
C -0.1643 0.4849 2.5318 -0.35 0.50 0.02 -0.19
C 0.8408 -0.0534 3.5191 -0.17 0.93 -0.03 -0.47
F 1.3801 1.0202 4.1950 -0.01 -0.22 -0.02 0.09
F 1.8841 -0.7057 2.9655 -0.16 -0.12 0.17 0.12
C 0.2259 -0.9015 4.6730 0.25 0.21 0.96 -0.39
F 1.1147 -0.9393 5.7068 -0.60 -0.05 -0.64 0.10
F -0.9098 -0.3189 5.1479 0.92 -0.49 -0.42 0.10
S -0.1435 -2.7144 4.2670 -0.88 0.06 0.16 0.77
F -0.0498 -2.4800 2.7107 0.17 -0.08 -0.08 -0.13
F 1.3883 -3.0603 4.3420 0.22 -0.02 0.00 -0.12
F -0.3195 -3.0055 5.8265 0.11 -0.08 0.03 -0.15
F -1.7149 -2.4305 4.1796 0.12 -0.04 -0.05 -0.15
F -0.4414 -4.2446 3.9906 0.00 0.00 0.01 -0.12
C 1.4350 -1.1728 -0.3069 0.63 -0.34 -1.12 -0.21
C 2.8740 -1.1497 -0.5110 0.86 -0.05 1.20 -0.65
O 3.7075 -1.0458 0.3879 -0.53 -0.23 -0.55 0.02
O 3.3382 -1.2614 -1.8134 -0.77 0.03 -0.10 0.02
O -1.4384 -0.1772 -0.4360 1.44 1.22 0.12 -0.40
C -2.5215 0.4784 0.1879 -0.44 -0.54 -0.06 -0.32
C -3.7195 0.5080 -0.7495 -0.26 -0.81 0.22 -0.33
C -4.0474 -0.9492 -1.1248 0.01 0.19 -0.14 -0.06
C -4.9378 1.1523 -0.0871 -0.04 0.38 -0.16 -0.40
C -4.7321 2.6335 0.2481 -0.33 -0.56 -0.15 -0.06
C -5.4472 0.4101 1.1422 -0.38 0.37 -0.19 -0.08
H 4.2635 3.3073 -0.4928 0.09 -0.15 0.14 0.06
H 2.9339 4.1063 0.4217 -0.04 -0.23 0.24 0.08
H 3.5220 4.7780 -1.0807 0.01 0.15 -0.06 0.08
H 2.9821 1.5525 -0.1518 0.14 -0.20 0.09 0.04
H 2.8185 1.2147 -1.8816 0.22 -0.19 0.02 0.04
H 0.3128 0.3039 -2.4657 0.28 0.21 -0.08 -0.04
H -1.6511 2.8414 -1.2107 -0.12 -0.21 0.27 0.04
H -0.1100 3.5982 -0.8522 0.23 -0.03 0.23 0.04
H 0.5339 2.4938 -3.1815 0.23 0.20 -0.29 0.04
H -0.3266 4.0612 -3.0876 0.12 0.11 -0.26 0.11
H 0.5251 2.0623 -6.8419 -0.04 -0.04 -0.19 0.03
H 1.2053 2.4131 -5.2720 0.24 0.14 0.05 0.01
H 0.1783 3.6214 -6.0784 0.21 0.20 -0.02 0.04
H -1.6846 -0.5229 -4.3973 -0.02 -0.06 0.17 0.02
H -1.4571 -0.3534 -6.1191 -0.10 -0.08 -0.20 0.00
H -0.0564 -0.4140 -5.0808 0.15 0.01 0.24 0.03
H -2.5219 2.0238 -7.2128 -0.03 -0.05 -0.18 0.02
H -2.8472 3.3640 -6.0824 -0.05 0.17 -0.16 0.02
H -3.5670 1.7943 -5.7899 -0.18 -0.12 -0.08 0.02
H 0.0390 2.4827 1.6565 -0.15 0.10 0.12 0.04
H 1.5023 1.5553 1.7070 0.18 0.12 -0.05 0.04
H -0.8756 1.0218 3.1570 -0.22 -0.04 0.09 0.12
H -0.7293 -0.3164 2.0618 0.13 -0.28 0.01 0.08
H 1.1832 -1.5835 0.6638 0.02 0.42 0.41 0.04
H 1.0049 -1.8444 -1.0524 -0.25 0.23 -0.24 0.06
H 3.7782 -2.1170 -1.8633 0.46 -0.04 0.01 0.07
H -2.2739 1.4662 0.5800 0.18 0.18 -0.15 0.09
H -2.8149 -0.1311 1.0486 0.00 0.00 0.19 0.11
H -3.4666 1.0173 -1.6782 0.12 0.40 0.04 0.14
H -3.4495 -1.2744 -1.9683 0.17 -0.11 -0.07 0.07
H -5.0977 -1.0686 -1.3891 -0.13 0.06 -0.10 0.07
H -3.8438 -1.6155 -0.2913 0.04 -0.17 0.12 0.08
H -5.7427 1.1284 -0.8255 -0.07 -0.12 -0.17 0.13
H -4.0356 2.7396 1.0746 0.17 0.26 0.04 0.07
H -4.4025 3.1699 -0.6364 0.30 0.18 0.00 0.08
H -5.6964 3.0433 0.5409 -0.06 0.21 0.19 0.07
H -6.3751 0.8859 1.4526 -0.08 0.09 0.24 0.07
H -4.7523 0.4876 1.9724 0.10 -0.13 0.14 0.07
H -5.7078 -0.6223 0.9349 0.24 -0.28 0.01 0.07
C 5.4447 4.4602 -3.9047 0.02 -0.09 -0.02 -0.09
C 4.1264 4.8126 -4.5686 -0.07 -0.21 0.21 -0.32
O 3.4641 3.6569 -5.0646 0.15 0.07 -0.11 -0.09
H 6.1010 3.9447 -4.6089 -0.01 0.06 -0.06 0.07
H 5.9563 5.3518 -3.5363 -0.01 -0.01 0.03 0.08
H 5.2727 3.7878 -3.0618 -0.02 0.10 0.08 0.05
H 4.2865 5.4705 -5.4232 -0.05 -0.03 -0.05 0.11
H 3.4716 5.3278 -3.8566 0.06 0.09 -0.01 0.11
H 3.3004 3.0723 -4.3156 -0.08 0.03 0.08 0.07
C 4.2305 -5.6980 0.7978 -0.01 -0.03 -0.03 -0.08
C 5.2047 -4.7797 0.0822 -0.22 0.18 0.13 -0.31
O 4.5271 -3.7372 -0.6038 -0.05 -0.26 -0.07 -0.09
H 3.5271 -6.1313 0.0860 0.03 -0.02 -0.03 0.08
H 4.7548 -6.5065 1.3112 0.00 0.01 0.02 0.07
H 3.6488 -5.1400 1.5343 0.05 0.00 0.05 0.07
H 5.7718 -5.3334 -0.6651 0.02 0.03 -0.04 0.08
H 5.9137 -4.3415 0.7933 0.06 -0.10 0.00 0.11
H 4.0330 -3.2284 0.0541 0.19 0.27 0.01 0.06
C 8.4327 1.8986 0.0619 -0.01 0.11 -0.02 -0.10
C 6.9185 1.8326 -0.0356 0.07 -0.19 -0.25 -0.31
O 6.4289 2.5843 -1.1432 0.13 0.15 0.16 -0.10
H 8.7635 2.9340 0.1552 -0.01 0.01 0.04 0.07
H 8.7949 1.3351 0.9235 0.00 -0.02 -0.01 0.07
H 8.8953 1.4868 -0.8386 0.00 -0.07 0.03 0.07
H 6.4587 2.2593 0.8543 -0.08 0.02 -0.03 0.11
H 6.5844 0.7947 -0.1263 -0.05 0.00 0.13 0.11
H 6.8074 2.2141 -1.9451 -0.04 -0.07 -0.07 0.08
C 7.2805 -6.9662 -3.1192 -0.03 -0.02 -0.08 -0.09
C 8.2627 -6.0502 -3.8263 -0.18 0.20 0.17 -0.33
O 7.6026 -4.9985 -4.5214 0.10 -0.15 -0.11 -0.08
H 6.5777 -7.3944 -3.8342 0.03 -0.03 -0.03 0.08
H 7.7987 -7.7784 -2.6062 0.00 0.01 0.02 0.07
H 6.6973 -6.4097 -2.3839 0.04 -0.01 0.05 0.05
H 8.8319 -6.6026 -4.5726 0.01 0.04 -0.05 0.11
H 8.9697 -5.6218 -3.1068 0.07 -0.11 0.00 0.11
H 7.1013 -4.4853 -3.8811 -0.06 0.06 0.02 0.08
C -6.6003 -1.1863 5.4539 -0.18 0.07 -0.08 -0.08
C -5.6229 -0.2436 4.7856 0.01 0.02 0.22 -0.29
O -6.2743 0.9278 4.2759 0.05 0.13 0.02 -0.10
H -7.3812 -1.4955 4.7572 0.06 -0.02 -0.06 0.08
H -6.0858 -2.0745 5.8211 0.00 0.01 0.04 0.07
H -7.0859 -0.6960 6.3000 0.09 -0.05 0.09 0.07
H -5.1436 -0.7211 3.9335 0.00 0.08 -0.06 0.11
H -4.8459 0.0573 5.4948 0.05 -0.07 -0.03 0.11
H -6.7035 1.3699 5.0160 -0.14 -0.12 0.07 0.09
C -3.5973 -4.4845 -6.0645 0.04 0.02 0.05 -0.10
C -3.7009 -3.0692 -6.6042 0.21 -0.14 -0.14 -0.32
O -2.4312 -2.4297 -6.6563 -0.25 -0.09 -0.01 -0.09
H -3.1544 -4.4766 -5.0686 -0.03 0.02 0.02 0.08
H -4.5793 -4.9579 -6.0090 0.01 -0.01 -0.02 0.07
H -2.9554 -5.0953 -6.7043 -0.05 -0.02 -0.04 0.07
H -4.3256 -2.4583 -5.9544 0.03 0.07 0.00 0.11
H -4.1503 -3.0741 -7.6044 -0.12 0.00 0.05 0.10
H -1.8630 -2.9451 -7.2352 0.08 -0.02 -0.01 0.08
C -5.2958 4.7763 5.2062 0.03 -0.03 0.06 -0.09
C -4.2170 4.1353 4.3495 -0.16 -0.21 -0.05 -0.32
O -4.0246 2.7678 4.6798 0.05 0.16 0.18 -0.09
H -5.0382 4.6953 6.2633 0.04 0.03 0.00 0.07
H -5.4246 5.8310 4.9562 -0.02 -0.01 -0.01 0.07
H -6.2534 4.2693 5.0609 -0.02 0.04 -0.06 0.07
H -3.2609 4.6332 4.5064 0.04 -0.03 -0.02 0.11
H -4.4742 4.2206 3.2877 0.03 0.12 0.00 0.10
H -4.8627 2.3065 4.5331 0.09 -0.17 -0.25 0.03
C -3.2599 -1.9294 9.4313 -0.09 -0.01 0.03 -0.09
C -3.8807 -1.4599 8.1290 0.12 0.24 0.12 -0.32
O -4.9815 -0.5785 8.3535 -0.09 -0.17 -0.07 -0.09
H -4.0050 -2.4353 10.0464 0.00 -0.04 -0.02 0.07
H -2.4327 -2.6156 9.2454 0.02 0.02 -0.01 0.07
H -2.8810 -1.0807 10.0057 0.07 0.00 -0.04 0.07
H -4.2724 -2.3056 7.5663 -0.06 0.02 -0.03 0.11
H -3.1322 -0.9557 7.5094 0.03 -0.11 -0.06 0.11
H -4.6528 0.1838 8.8368 0.03 0.08 0.01 0.08
```
Forces are in eV/Å.

[2]
Below is 7 unconnected molecules or ions with the total composition C35H89F3N5O13S in a non-equilibrium geometry, with properties calculated with ωB97M-V/def2-TZVPD.

Properties
Charge: +4
Expectation value of S²: 0.7551
Highest occupied orbital energy (spin up / spin down): -16.384 / -16.370 eV
LUMO level (spin up / spin down): -0.336 / -0.489 Ha
Multiplicity: 2
HOMO-LUMO gap (spin up / spin down): 0.26634 / 0.11283 Ha

XYZ file:
```
146
Properties=species:S:1:pos:R:3:forces:R:3:lowdin_charge:R:1
C -0.6176 0.4210 0.5876 1.49 0.05 0.27 -0.04
C -0.1870 -0.3518 -0.6425 -0.16 0.60 0.78 -0.30
O 1.1894 -0.4396 -0.8787 -2.14 -0.23 0.21 -0.02
H -0.2993 1.4380 0.3588 -0.39 0.39 0.75 0.07
H -0.0438 0.0478 1.4359 0.01 0.21 0.01 0.06
H -1.6533 0.3128 0.9097 -0.06 0.07 -0.65 0.07
H -0.7486 0.0369 -1.4920 0.37 0.22 -0.99 0.12
H -0.7559 -1.2794 -0.5798 0.70 -1.37 -0.35 0.13
C 0.8257 -6.4997 -0.5233 0.43 -0.26 -0.82 -0.04
O 1.1873 -5.2673 -1.2544 -0.15 0.42 1.31 -0.21
C 2.5645 -5.0468 -1.5460 -0.01 -1.66 -0.37 -0.20
C 2.9423 -3.5972 -1.8784 -0.13 0.58 -0.34 -0.06
N 1.8289 -2.7650 -2.4718 0.22 -0.54 0.20 0.05
H 1.1161 -2.5098 -1.8032 -0.75 -0.73 0.31 0.12
H 2.1915 -1.8458 -2.6811 0.44 0.23 -0.32 0.14
C 1.2561 -3.3845 -3.7436 0.91 0.01 1.51 -0.05
C 0.0020 -2.6670 -4.0569 -1.24 0.71 -1.55 -0.20
O -0.9767 -2.6491 -3.0385 0.52 -0.40 0.92 -0.17
C -2.2414 -2.0565 -3.3174 -0.36 0.15 -0.49 -0.06
H 0.9918 -7.3615 -1.1697 -0.06 0.06 -0.23 0.10
H -0.2290 -6.4972 -0.2482 0.05 0.56 -0.39 0.09
H 1.3718 -6.7413 0.3887 0.50 0.78 0.05 0.09
H 2.8382 -5.7106 -2.3661 -0.08 0.20 -0.60 0.13
H 3.2410 -5.4507 -0.7928 -0.08 0.49 0.63 0.14
H 3.6660 -3.5091 -2.6886 0.40 -0.75 0.20 0.14
H 3.3857 -3.0489 -1.0472 -0.38 0.01 0.20 0.12
H 1.2412 -4.4561 -3.5444 -0.58 0.14 -0.18 0.14
H 2.0152 -3.1719 -4.4964 -0.21 -0.16 -0.24 0.16
H -0.3422 -3.0520 -5.0168 -0.49 -0.46 0.02 0.16
H 0.2666 -1.6481 -4.3398 0.11 0.36 0.25 0.09
H -2.1452 -1.2348 -4.0271 -0.07 -0.15 -0.23 0.07
H -2.7299 -1.6324 -2.4401 0.71 0.03 0.56 0.06
H -2.9977 -2.7704 -3.6437 0.39 -0.29 -0.54 0.11
C 0.4022 -4.1457 2.7055 1.48 -0.39 0.64 -0.12
O -0.3610 -3.3134 3.5104 -2.12 1.29 1.16 -0.23
C -0.5385 -3.8165 4.8609 0.96 0.22 -0.30 -0.15
C -1.5137 -2.9287 5.7379 0.29 -0.68 -2.36 -0.01
N -2.6685 -2.4030 4.8606 0.85 -1.29 1.27 0.05
H -3.1503 -1.7391 5.4498 -0.39 0.39 0.04 0.17
H -2.2517 -1.9096 4.0841 0.04 0.12 -0.71 0.14
C -3.6589 -3.4582 4.3442 1.12 1.98 -0.81 -0.04
C -4.3772 -2.6746 3.2287 0.64 -0.08 -0.97 -0.12
O -3.4507 -2.1906 2.1448 -0.94 0.21 3.09 -0.23
C -3.1554 -3.1366 1.1505 -0.79 0.22 -0.04 -0.09
H 0.0831 -5.1767 2.8580 -0.11 -0.19 -0.82 0.10
H 1.4373 -4.1039 3.0446 0.38 -0.22 0.29 0.09
H 0.4953 -3.7608 1.6900 -0.89 -0.27 -0.13 0.08
H 0.4642 -3.7814 5.2869 -0.04 0.27 0.66 0.13
H -0.7046 -4.8934 4.8322 -0.90 -0.04 -0.02 0.13
H -0.9321 -2.0530 6.0259 -0.40 -0.08 0.50 0.14
H -2.0221 -3.4826 6.5271 0.65 0.09 0.24 0.15
H -4.3142 -3.7151 5.1764 0.05 -0.30 -0.24 0.15
H -3.0273 -4.2581 3.9578 -0.39 -0.21 0.20 0.13
H -4.8055 -1.7753 3.6714 0.04 0.12 -0.15 0.13
H -5.2110 -3.2670 2.8521 0.13 -0.04 -0.41 0.14
H -4.1287 -3.2786 0.6809 0.32 -0.91 -0.62 0.10
H -2.7046 -4.0427 1.5552 -0.07 -0.14 -0.19 0.09
H -2.4724 -2.6384 0.4624 0.05 -0.19 -0.07 0.08
C 3.6335 5.5295 -4.4168 1.64 -0.57 0.74 -0.05
O 2.8274 4.5071 -3.7635 0.08 -0.80 0.16 -0.19
C 3.5330 3.4526 -3.0454 -0.78 1.31 -0.24 -0.17
C 2.5656 2.7121 -2.1328 -0.48 -0.47 -0.52 -0.07
N 1.8444 1.5963 -2.9498 -1.15 1.81 -0.22 0.08
H 2.4309 1.1346 -3.6303 0.68 0.28 -0.27 0.15
H 1.5649 0.8579 -2.3199 -0.35 -0.15 0.35 0.09
C 0.5947 2.1230 -3.7330 1.52 -1.09 0.05 -0.02
C 0.0092 0.9260 -4.4900 -0.34 1.61 -0.95 -0.24
O -0.5240 1.4813 -5.6720 -1.08 -0.61 0.20 -0.17
C -0.9800 0.4068 -6.5373 0.38 0.54 0.69 -0.03
H 4.2344 5.1799 -5.2564 -0.49 -0.59 -0.33 0.09
H 4.4167 5.8156 -3.7147 -0.15 0.42 0.31 0.09
H 3.1148 6.4283 -4.7505 -0.71 -0.52 0.44 0.10
H 4.3265 3.8428 -2.4081 0.12 0.24 -0.13 0.12
H 3.9455 2.7081 -3.7264 0.42 0.08 -0.37 0.12
H 1.7978 3.3475 -1.6913 -0.08 0.10 -0.30 0.12
H 2.9932 2.2030 -1.2690 0.58 0.13 -0.31 0.09
H 0.9174 2.7913 -4.5314 0.40 0.31 0.45 0.14
H 0.0183 2.6761 -2.9915 -0.36 -0.34 -0.26 0.14
H -0.7298 0.3884 -3.8961 -0.13 -0.30 -0.02 0.10
H 0.7612 0.2736 -4.9337 0.78 -0.52 1.01 0.12
H -0.1176 -0.0099 -7.0578 -0.03 0.28 -0.56 0.10
H -1.7674 0.8216 -7.1667 0.31 -0.30 -0.12 0.11
H -1.3308 -0.4215 -5.9218 -0.59 0.04 0.00 0.06
C 6.3328 1.9530 -1.3491 0.47 0.76 -0.22 -0.07
O 5.2779 1.5085 -0.5209 -0.73 -1.89 0.93 -0.20
C 5.1125 0.0796 -0.5496 0.02 -0.48 1.33 -0.18
C 4.5710 -0.4601 0.8445 0.45 2.91 -0.64 -0.04
N 3.3256 0.3908 1.1904 -0.39 -3.38 0.19 0.10
H 3.6043 1.3614 1.2086 -0.01 0.79 1.23 0.14
H 2.6509 0.3604 0.4394 0.19 0.16 -0.94 0.08
C 2.3422 -0.3263 2.2342 2.82 1.31 0.68 -0.03
C 3.1336 -0.8366 3.4989 1.31 0.82 0.31 -0.17
O 4.0978 0.1006 4.0209 0.18 -2.31 -2.05 -0.18
C 3.5739 1.1128 4.8053 -1.50 0.14 0.63 -0.09
H 6.6230 2.9696 -1.0838 -0.33 0.00 0.39 0.11
H 5.9737 2.0262 -2.3756 0.37 -0.47 -0.28 0.08
H 7.2292 1.3523 -1.1951 -0.08 -0.20 -0.40 0.11
H 6.0355 -0.4885 -0.6650 0.44 0.42 -0.21 0.13
H 4.4925 -0.2380 -1.3880 -0.49 0.09 -0.25 0.10
H 5.3275 -0.1510 1.5657 -0.12 0.17 0.18 0.14
H 4.5012 -1.5325 1.0270 -0.74 0.06 -0.64 0.12
H 1.9863 -1.1530 1.6194 -0.40 0.04 0.32 0.10
H 1.6401 0.4837 2.4324 -0.17 -0.39 0.24 0.11
H 3.7584 -1.7174 3.3505 -0.06 -0.05 -0.93 0.12
H 2.4602 -1.2305 4.2602 -0.60 0.58 0.19 0.12
H 3.3243 0.7000 5.7828 0.08 0.16 0.34 0.10
H 2.6390 1.3600 4.3024 0.04 1.19 0.51 0.06
H 4.2926 1.9260 4.9070 -0.32 -0.03 -0.25 0.12
C -4.9141 -0.3019 -0.6320 1.10 0.97 -0.39 -0.04
C -4.8949 0.4957 0.7209 -0.71 -0.80 -0.24 -0.14
N -5.4609 1.9530 0.7914 0.59 -0.62 -0.07 -0.23
C -6.9776 1.9573 0.5656 2.15 -0.15 -0.96 0.06
C -5.2705 2.4845 2.2261 2.87 -0.20 0.93 -0.17
C -5.5262 3.9496 2.5923 -0.36 0.68 -1.08 -0.03
C -4.6900 2.8624 -0.2709 0.15 -1.01 0.33 -0.02
C -3.1631 2.9022 -0.2149 1.07 1.81 2.16 -0.17
O -2.7257 3.9920 0.6397 -0.97 -0.28 -0.17 -0.21
C -1.3195 4.1859 0.7703 -0.19 1.00 0.56 -0.10
H -3.9718 -0.0761 -1.1312 0.09 0.42 -0.34 0.05
H -5.6769 -0.1481 -1.3952 -0.36 0.28 0.49 0.09
H -4.7968 -1.3806 -0.5275 -0.52 0.03 0.79 0.06
H -3.8638 0.4458 1.0709 -0.11 0.64 0.05 0.08
H -5.4218 -0.1417 1.4310 -0.47 0.61 0.26 0.12
H -7.2175 1.2882 -0.2608 -0.09 0.02 0.12 0.10
H -7.0617 2.9850 0.2124 -1.39 -0.05 0.71 0.11
H -7.3238 1.5772 1.5267 -0.87 0.67 -0.38 0.12
H -4.2091 2.2464 2.2948 0.50 0.76 0.34 0.11
H -5.5914 1.8510 3.0531 -1.24 -0.63 -0.84 0.13
H -5.7463 4.2321 3.6218 0.07 -1.15 0.35 0.10
H -6.4273 4.3100 2.0962 0.08 0.20 -0.32 0.09
H -4.6785 4.5966 2.3664 -0.07 -0.15 -0.56 0.08
H -5.0313 3.8948 -0.1945 -0.40 -0.21 0.03 0.15
H -4.9152 2.3918 -1.2279 -0.56 0.26 0.03 0.13
H -2.7156 3.2289 -1.1535 -0.40 -0.99 -0.69 0.14
H -2.7078 2.0320 0.2579 -0.09 -0.52 -0.76 0.08
H -0.8651 3.4494 1.4330 0.12 -0.09 -0.23 0.07
H -1.1988 5.1716 1.2198 -0.19 -0.21 0.57 0.10
H -0.7444 4.3899 -0.1330 -0.21 -0.86 -0.67 0.09
C 4.0084 4.6784 1.3795 -0.33 0.73 0.13 -0.56
F 4.1820 5.8961 1.8512 -0.20 -0.07 0.10 0.16
F 4.0709 4.8000 0.0011 0.10 -0.89 1.16 0.07
F 5.0576 3.9397 1.8529 -1.38 0.04 -1.04 0.10
S 2.2237 4.0507 1.9446 -0.53 2.00 2.94 0.52
O 1.3216 5.1920 2.0819 1.42 -0.64 -0.84 -0.30
O 1.7776 3.1777 0.8660 0.60 -1.69 -0.80 -0.39
O 2.4920 3.4484 3.2669 0.22 -0.32 -2.28 -0.34
```
Forces are in eV/Å.

- Which of these has the highest charge?
  C35H89F3N5O13S

- Which value of charge does entry 2 give?
  +4

- charge of number 1 (C35H87F9NbO13SSi)?
  -1